2 unconnected molecules or ions with the total composition C3H10SSi. Source: OMol25; level of theory: the ωB97M-V functional and the def2-TZVPD basis.

Geometry (Å):
S 1.582 -0.175 1.207
Si 0.185 -0.436 2.728
C -1.175 0.368 -0.605
C 0.997 0.285 -2.069
C 0.012 -0.326 -0.977
H -1.934 -0.204 0.076
H -1.070 -0.270 2.034
H -1.787 0.392 -1.619
H 0.464 0.724 3.534
H 0.318 -1.504 3.778
H -0.073 -1.294 -0.912
H -1.124 1.399 -0.222
H 0.648 -0.256 -3.036
H 1.908 -0.114 -1.906
H 1.050 1.410 -2.011

Computed properties:
Multiplicity: 1
Total energy in eV: -21983.012
LUMO level (alpha / beta) in Ha: -0.0281 / -0.0281
Energy above the lowest of the compared OMol25 structures with the same formula, charge and spin in kcal per mole: 52.50

A molecular structure, C3H11AsBr. Source: OMol25; level of theory: the ωB97M-V functional and the def2-TZVPD basis.

Geometry (Å):
Br -1.045 -3.877 -0.962
As -0.215 -1.376 -0.867
C 0.754 1.089 0.607
C -0.481 1.321 1.464
C 0.478 0.521 -0.774
H -1.226 -1.088 -2.048
H -1.383 -1.185 0.157
H 0.866 -1.849 -1.909
H -1.066 2.149 1.059
H -0.202 1.182 -1.317
H 1.291 2.039 0.514
H 1.413 0.491 -1.336
H -1.117 0.441 1.468
H 1.426 0.407 1.133
H 0.734 -1.829 0.318
H -0.226 1.565 2.494

Computed properties:
Multiplicity: 1
Total energy in eV: -134168.924
Total charge: -1
LUMO level in Ha: 0.1392

2 unconnected molecules or ions with the total composition C3H11BNO5P. Source: OMol25; level of theory: the ωB97M-V functional and the def2-TZVPD basis.

Geometry (Å):
P 1.330 -0.023 -1.614
O -1.672 -0.145 -1.223
O 3.232 1.924 -2.177
O -0.999 -0.439 2.916
O 4.203 1.211 -2.683
O -1.002 -2.655 2.346
N -0.205 1.127 0.618
C 1.912 1.493 -2.666
C -1.492 -1.598 2.834
C -2.890 -1.751 3.409
B -0.351 0.335 -0.686
H 4.105 0.236 -2.469
H 1.947 1.157 -3.805
H 2.321 -0.140 -0.539
H -0.236 2.158 0.448
H -3.579 -2.083 2.626
H -0.887 0.816 1.344
H -2.032 0.569 -1.827
H -2.882 -2.493 4.213
H 1.132 2.368 -2.532
H 1.305 -1.263 -2.347
H -3.259 -0.804 3.815

Computed properties:
Multiplicity: 1
Total energy in eV: -24976.129
LUMO level in Ha: -0.0778
Energy above the lowest of the compared OMol25 structures with the same formula, charge and spin in kcal per mole: 42.34

A molecular structure, C3H11ClN2Si. Source: OMol25; level of theory: the ωB97M-V functional and the def2-TZVPD basis.

Geometry (Å):
Cl -0.128 0.190 -2.717
Si -0.315 0.174 -0.738
N -1.379 2.216 0.051
N 1.221 0.313 0.031
C -0.692 -2.583 -0.005
C 1.998 1.535 -0.124
C -1.159 -1.151 0.278
H -0.724 -0.890 1.339
H 0.374 -2.636 -0.160
H 1.303 0.105 0.995
H -1.060 -3.179 0.681
H 1.512 2.280 -0.631
H -0.645 2.305 0.766
H -2.142 -1.038 0.263
H 2.183 2.046 0.921
H -1.134 -2.987 -0.950
H -2.215 1.996 0.554
H 3.001 1.303 -0.552

Computed properties:
Multiplicity: 1
Total energy in eV: -26669.670
LUMO level in Ha: 0.0197
Energy above the lowest of the compared OMol25 structures with the same formula, charge and spin in kcal per mole: 63.34

2 unconnected molecules or ions with the total composition C3H11ClN3. Source: OMol25; level of theory: the ωB97M-V functional and the def2-TZVPD basis.

Geometry (Å):
Cl 1.901 1.185 -2.442
N -0.342 -0.568 -0.511
N -1.130 -1.251 -2.561
N 0.564 1.299 0.416
C -0.363 0.280 0.709
C -1.190 -0.457 -1.514
C 0.062 -0.458 2.019
H -0.436 -1.508 1.875
H 1.384 1.053 -1.248
H -1.997 0.204 -1.554
H 0.211 -1.354 -0.681
H 1.087 -0.743 1.915
H 0.089 2.125 -0.049
H -1.749 -1.054 -3.253
H -0.251 -0.079 2.973
H -1.469 0.570 0.694
H 1.043 1.639 1.269
H -0.491 -1.955 -2.908

Computed properties:
Multiplicity: 1
Total energy in eV: -20275.486
Total charge: +1
LUMO level in Ha: -0.1355
Energy above the lowest of the compared OMol25 structures with the same formula, charge and spin in kcal per mole: 33.94

2 unconnected molecules or ions with the total composition C3H11N. Source: OMol25; level of theory: the ωB97M-V functional and the def2-TZVPD basis.

Geometry (Å):
N 4.092 -1.914 0.062
C -1.034 0.966 -0.358
C -1.955 1.682 0.615
C -1.282 -0.553 -0.441
H 3.193 -1.924 -0.435
H -1.139 1.394 -1.362
H -0.453 -1.000 -1.007
H -2.992 1.521 0.336
H -2.145 -0.702 -1.090
H 0.015 1.243 -0.184
H -1.721 1.504 1.661
H -1.872 2.766 0.501
H 4.462 -2.832 0.339
H 4.216 -1.203 0.792
H -1.385 -0.950 0.572

Computed properties:
Multiplicity: 2
Total energy in eV: -4769.025
Total charge: +1
<S²>: 0.75
LUMO level (alpha / beta) in Ha: -0.1806 / -0.3958
Energy above the lowest of the compared OMol25 structures with the same formula, charge and spin in kcal per mole: 18.53

2 unconnected molecules or ions with the total composition C3H11N2. Source: OMol25; level of theory: the ωB97M-V functional and the def2-TZVPD basis.

Geometry (Å):
N 0.829 0.012 1.371
N 0.870 -0.016 -1.444
C -0.080 0.870 -2.236
C -1.587 -0.284 1.338
C -0.375 -0.786 1.541
H -0.269 1.728 -1.601
H -0.987 0.282 -2.306
H 1.742 0.514 -1.427
H -1.774 0.757 1.109
H -0.108 -1.832 1.584
H -2.421 -0.952 1.481
H 1.565 -0.337 1.954
H 0.327 1.115 -3.206
H 0.631 -0.174 -0.413
H 0.590 0.987 1.518
H 1.095 -0.881 -1.934

Computed properties:
Multiplicity: 1
Total energy in eV: -6262.492
Total charge: +1
LUMO level in Ha: -0.1227
Energy above the lowest of the compared OMol25 structures with the same formula, charge and spin in kcal per mole: 25.13

A molecular structure, C3H11N2. Source: OMol25; level of theory: the ωB97M-V functional and the def2-TZVPD basis.

Geometry (Å):
N 0.292 -0.836 -1.324
N 1.337 -0.241 0.847
C -0.969 0.125 -1.080
C 0.210 0.766 1.114
C -1.127 0.228 0.520
H -1.454 -0.821 0.848
H 2.271 0.262 0.993
H -1.740 -0.423 -1.634
H 1.334 -0.889 1.608
H 0.197 1.215 2.114
H 0.547 1.714 0.596
H -0.710 1.034 -1.637
H 0.159 -1.876 -1.515
H 0.872 -0.400 -2.026
H -2.011 0.780 0.874
H 0.794 -0.639 -0.299

Computed properties:
Multiplicity: 1
Total energy in eV: -6262.419
Total charge: +1
LUMO level in Ha: -0.1108
Energy above the lowest of the compared OMol25 structures with the same formula, charge and spin in kcal per mole: 26.81

2 unconnected molecules or ions with the total composition C3H11N2. Source: OMol25; level of theory: the ωB97M-V functional and the def2-TZVPD basis.

Geometry (Å):
N 0.370 0.140 2.056
N 0.259 -0.816 -0.071
C 0.561 -1.844 -1.064
C 0.515 -0.848 1.203
C -1.002 2.067 -0.817
H -0.186 0.086 -0.346
H -0.337 -2.023 -1.687
H -0.530 1.576 -1.687
H -1.601 1.342 -0.210
H -1.723 2.720 -1.263
H -0.293 2.643 -0.219
H 0.688 -0.046 2.987
H 1.036 -1.756 1.532
H 0.835 -2.655 -0.434
H -0.044 1.018 1.714
H 1.452 -1.603 -1.694

Computed properties:
Multiplicity: 1
Total energy in eV: -6263.109
Total charge: +1
LUMO level in Ha: -0.1243
Energy above the lowest of the compared OMol25 structures with the same formula, charge and spin in kcal per mole: 10.89

2 unconnected molecules or ions with the total composition C3H11N2O. Source: OMol25; level of theory: the ωB97M-V functional and the def2-TZVPD basis.

Geometry (Å):
O 0.292 0.076 0.243
N -0.247 -1.461 -2.338
N 0.832 1.762 1.609
C 0.813 -1.978 -1.430
C -1.467 1.158 1.490
C -0.082 0.945 1.006
H 1.775 1.827 1.271
H -0.094 -1.830 -3.312
H 0.533 2.479 2.246
H -1.202 -1.591 -1.934
H -2.283 0.913 0.818
H 1.618 -2.427 -1.985
H -1.609 0.462 2.336
H 1.325 -1.436 -0.659
H -1.803 2.023 2.069
H 0.342 -2.792 -0.892
H -0.194 -0.434 -2.467

Computed properties:
Multiplicity: 2
Total energy in eV: -8313.838
<S²>: 0.75
LUMO level (alpha / beta) in Ha: 0.0253 / 0.0218
Energy above the lowest of the compared OMol25 structures with the same formula, charge and spin in kcal per mole: 27.55

2 unconnected molecules or ions with the total composition C3H11N2O. Source: OMol25; level of theory: the ωB97M-V functional and the def2-TZVPD basis.

Geometry (Å):
O -1.481 1.511 -1.886
N 0.264 1.178 0.610
N -1.085 -1.074 -0.696
C 0.120 -1.181 0.147
C 1.807 -0.342 1.689
C 0.660 -0.116 0.760
H -0.957 1.639 -2.695
H 1.658 0.177 2.641
H -0.901 -1.222 -1.733
H 0.473 -2.174 0.330
H -1.809 -1.759 -0.419
H -1.468 -0.109 -0.723
H 1.933 -1.409 1.907
H -2.415 1.446 -2.153
H 0.820 1.905 1.021
H 2.750 0.047 1.318
H -0.368 1.485 -0.120

Computed properties:
Multiplicity: 2
Total energy in eV: -8313.866
<S²>: 0.75
LUMO level (alpha / beta) in Ha: 0.0345 / 0.0255
Energy above the lowest of the compared OMol25 structures with the same formula, charge and spin in kcal per mole: 26.91

2 unconnected molecules or ions with the total composition C3H11N2O. Source: OMol25; level of theory: the ωB97M-V functional and the def2-TZVPD basis.

Geometry (Å):
O 0.019 -2.559 1.691
N -0.578 0.395 -0.525
N -2.161 0.355 1.206
C -1.322 1.077 0.417
C 0.689 1.174 -1.090
C 1.712 0.085 -1.257
H -2.254 -0.648 1.030
H -0.029 -3.120 0.880
H 0.909 2.132 -0.550
H -2.641 0.804 1.943
H 1.660 -0.615 -0.450
H -0.368 -0.515 -0.249
H 0.959 -2.576 2.004
H 0.336 1.605 -1.950
H -1.086 2.212 0.564
H 1.543 -0.455 -2.191
H 2.612 0.648 -1.472

Computed properties:
Multiplicity: 1
Total energy in eV: -8309.852
Total charge: +1
LUMO level in Ha: -0.1506
Energy above the lowest of the compared OMol25 structures with the same formula, charge and spin in kcal per mole: 44.74

2 unconnected molecules or ions with the total composition C3H11N2O. Source: OMol25; level of theory: the ωB97M-V functional and the def2-TZVPD basis.

Geometry (Å):
O 0.767 -0.107 0.610
N -0.343 -2.066 0.827
N 0.615 0.501 -2.053
C -0.483 -0.428 2.611
C 0.021 -0.848 1.260
C 0.068 1.874 -1.835
H -1.061 -1.217 3.085
H 0.841 2.489 -1.389
H -0.960 -2.650 1.363
H 0.372 -0.179 3.237
H 0.064 -2.450 -0.009
H 0.849 0.082 -1.127
H 1.449 0.534 -2.637
H -0.219 2.314 -2.786
H -1.107 0.460 2.538
H -0.805 1.801 -1.196
H -0.068 -0.111 -2.499

Computed properties:
Multiplicity: 1
Total energy in eV: -8311.792
Total charge: +1
LUMO level in Ha: -0.1211
Energy above the lowest of the compared OMol25 structures with the same formula, charge and spin in kcal per mole: 0.00

2 unconnected molecules or ions with the total composition C3H11N2OP. Source: OMol25; level of theory: the ωB97M-V functional and the def2-TZVPD basis.

Geometry (Å):
P 0.342 -0.592 0.620
O -0.073 -3.047 1.968
N -0.518 0.583 -0.164
N 1.695 0.358 1.197
C -0.746 1.925 0.395
C 0.980 -1.539 -0.739
C -1.498 0.211 -1.185
H 1.464 0.956 1.960
H -2.562 -0.015 -0.888
H -1.129 -0.662 -1.762
H -1.821 1.845 0.649
H 0.432 -2.550 -0.836
H -0.458 2.769 -0.366
H 2.393 -0.331 1.598
H 1.089 -1.033 -1.581
H -1.470 1.052 -1.752
H 2.014 -1.785 -0.374
H -0.134 1.856 1.260

Computed properties:
Multiplicity: 1
Total energy in eV: -17599.777
LUMO level (alpha / beta) in Ha: -0.0431 / 0.0160
Energy above the lowest of the compared OMol25 structures with the same formula, charge and spin in kcal per mole: 160.42

2 unconnected molecules or ions with the total composition C3H11N2S. Source: OMol25; level of theory: the ωB97M-V functional and the def2-TZVPD basis.

Geometry (Å):
S -0.503 0.958 -0.393
N 0.649 -2.297 0.600
N 1.538 -0.775 2.238
C -0.395 2.663 -1.084
C 1.534 -2.045 1.653
C -1.802 0.279 -1.449
H -1.456 0.101 -2.469
H -1.297 2.788 -1.674
H 0.922 -3.054 -0.002
H -2.663 0.944 -1.381
H 0.243 -1.497 0.145
H -2.099 -0.695 -1.093
H 1.160 -0.007 1.720
H 0.496 2.733 -1.683
H -0.494 3.343 -0.254
H 1.983 -0.623 3.120
H 2.183 -2.817 2.007

Computed properties:
Multiplicity: 2
Total energy in eV: -17102.696
<S²>: 0.75
LUMO level (alpha / beta) in Ha: 0.0362 / 0.0352
Energy above the lowest of the compared OMol25 structures with the same formula, charge and spin in kcal per mole: 10.11

A gas-phase ion, C3H11N2S (charge +1). Source: OMol25; level of theory: the ωB97M-V functional and the def2-TZVPD basis.

Geometry (Å):
S -1.927 0.993 -0.098
N -1.063 -1.675 0.135
N 1.127 1.134 0.774
C 0.808 0.093 -1.506
C -0.583 -0.407 0.505
C 0.780 -0.064 -0.022
H 1.810 0.365 -1.990
H 0.193 1.001 -1.743
H 1.350 -0.847 0.406
H -2.837 0.679 0.833
H 0.918 0.851 1.756
H -1.448 -2.250 0.870
H -0.591 -0.362 1.607
H -1.577 -1.907 -0.751
H 2.100 1.344 0.683
H 0.489 -0.805 -1.930
H 0.450 1.857 0.471

Computed properties:
Multiplicity: 1
Total energy in eV: -17097.618
Total charge: +1
LUMO level in Ha: -0.1305
Energy above the lowest of the compared OMol25 structures with the same formula, charge and spin in kcal per mole: 32.18

2 unconnected molecules or ions with the total composition C3H11N2S. Source: OMol25; level of theory: the ωB97M-V functional and the def2-TZVPD basis.

Geometry (Å):
S -0.016 0.033 0.928
N 1.148 0.229 -1.947
N -1.056 -0.278 -2.440
C -0.010 1.333 2.195
C -0.137 -1.444 1.980
C 0.096 0.238 -2.747
H -0.528 -2.221 1.325
H 0.182 0.772 -3.682
H -1.038 1.456 2.525
H 0.657 1.062 3.011
H 0.319 2.266 1.750
H -1.731 -0.433 -3.174
H -0.754 -1.219 2.842
H 0.856 -1.769 2.284
H 1.126 0.376 -0.935
H 2.048 0.277 -2.400
H -1.161 -0.678 -1.515

Computed properties:
Multiplicity: 1
Total energy in eV: -17098.471
Total charge: +1
LUMO level in Ha: -0.1417
Energy above the lowest of the compared OMol25 structures with the same formula, charge and spin in kcal per mole: 12.52

A gas-phase ion, C3H11N2S (charge +1). Source: OMol25; level of theory: the ωB97M-V functional and the def2-TZVPD basis.

Geometry (Å):
S 0.768 0.529 -1.835
N 0.202 1.810 0.546
N 0.648 -1.817 -0.740
C 0.954 -0.351 -0.269
C -1.545 -0.068 0.341
C -0.011 0.358 0.749
H -1.669 0.080 -0.791
H 0.526 1.731 -1.047
H 0.947 -2.003 -1.738
H 0.181 0.150 1.864
H -0.726 2.311 0.690
H 1.281 -2.410 -0.166
H 0.855 2.265 1.176
H 1.960 -0.335 0.174
H -2.147 0.633 0.827
H -1.835 -0.926 0.872
H -0.388 -1.956 -0.654

Computed properties:
Multiplicity: 1
Total energy in eV: -17096.876
Total charge: +1
LUMO level in Ha: -0.1303
Energy above the lowest of the compared OMol25 structures with the same formula, charge and spin in kcal per mole: 49.29

2 unconnected molecules or ions with the total composition C3H11N3. Source: OMol25; level of theory: the ωB97M-V functional and the def2-TZVPD basis.

Geometry (Å):
N 2.231 -0.125 -0.575
N 3.174 -1.445 1.372
N -2.327 0.393 -0.030
C -2.854 1.717 -0.202
C -2.611 -0.585 -0.886
C 2.428 -0.275 0.873
H -2.019 2.431 -0.389
H -3.462 1.894 -1.116
H 2.653 -2.270 1.064
H -3.664 -0.919 -0.955
H 3.987 -1.560 0.765
H 1.817 -0.996 -0.903
H 3.095 0.566 1.113
H 1.547 -0.122 1.477
H -3.607 1.895 0.616
H -1.875 -1.146 -1.483
H 1.488 0.547 -0.742

Computed properties:
Multiplicity: 2
Total energy in eV: -7756.377
Total charge: -1
<S²>: 0.75
LUMO level (alpha / beta) in Ha: 0.1378 / 0.1375
Energy above the lowest of the compared OMol25 structures with the same formula, charge and spin in kcal per mole: 41.78

2 unconnected molecules or ions with the total composition C3H11N3. Source: OMol25; level of theory: the ωB97M-V functional and the def2-TZVPD basis.

Geometry (Å):
N 0.429 0.699 1.460
N 1.159 -2.155 -1.455
N -0.404 1.492 -0.691
C -0.480 -0.407 1.693
C -0.168 1.794 0.710
C 0.291 -1.714 -2.256
H 0.821 1.047 2.324
H -1.161 0.826 -0.787
H 0.433 1.043 -1.051
H 0.487 -1.411 -3.285
H -0.601 -0.984 0.772
H 2.077 -2.194 -1.900
H -0.070 -1.098 2.427
H -0.732 -1.623 -1.891
H 0.514 2.644 0.757
H -1.120 2.115 1.151
H -1.473 -0.075 2.022

Computed properties:
Multiplicity: 1
Total energy in eV: -7758.472
LUMO level in Ha: 0.0400
Energy above the lowest of the compared OMol25 structures with the same formula, charge and spin in kcal per mole: 37.16

| no. | maximum force (eV/A) |
| --- | --- |
| 1 | 6.9 |
| 2 | 1.2 |
| 3 | 5.8 |
| 4 | 5.6 |
| 5 | 4.9 |
| 6 | 2.0 |
| 7 | 1.8 |
| 8 | 3.6 |
| 9 | 2.7 |
| 10 | 2.7 |
| 11 | 0.8 |
| 12 | 6.1 |
| 13 | 0.6 |
| 14 | 5.9 |
| 15 | 1.5 |
| 16 | 3.8 |
| 17 | 0.9 |
| 18 | 3.9 |
| 19 | 2.2 |
| 20 | 0.2 |